Record 1
DFT (wB97M-V/def2-TZVPD) results for a 10-piece molecular cluster, H20O10 overall at a distorted geometry.

SMILES string: O.O.O.O.O.O.O.O.O.O
E_HOMO: -0.39552 Ha
orbital gap: 10.81 eV
energy relative to the best compared isomer or geometry (same formula, charge and spin): 117.6 kcal per mole

Structure (XYZ):
```
30
H20O10, DFT wB97M-V/def2-TZVPD
H -0.916 -1.772 -3.780
H 3.006 -0.008 -1.873
H 0.900 0.967 0.647
H -3.327 1.888 1.275
H 2.236 -1.030 0.504
O -3.349 -1.327 0.512
O -0.658 2.290 -2.043
H 1.215 4.232 0.747
H -2.197 -2.039 -0.857
O 1.886 -1.932 0.846
H -1.497 -3.109 0.027
H 0.267 2.420 -2.389
H -2.887 -1.880 1.265
H 2.385 3.385 1.093
O -1.418 -2.521 -0.685
H 1.191 -1.046 2.555
O -3.505 1.237 0.543
O 2.997 0.571 -1.123
H -0.155 -1.552 -2.488
H -2.887 1.588 -0.042
O 1.354 -1.433 3.399
H 1.618 -2.299 3.228
H -0.869 1.408 -1.869
H 3.825 0.836 -0.801
H 0.196 -0.068 1.576
H 2.622 -2.258 1.095
O 1.959 3.785 0.357
H -2.821 -0.429 0.503
O 0.788 0.678 1.482
O -0.292 -1.251 -3.341
```

---

Record 2
DFT (wB97M-V/def2-TZVPD) results for a 10-piece molecular cluster, H20O10 overall at a distorted geometry.

SMILES string: O.O.O.O.O.O.O.O.O.O
E_HOMO: -0.40958 Ha
orbital gap: 11.34 eV
energy relative to the best compared isomer or geometry (same formula, charge and spin): 56.6 kcal per mole

Structure (XYZ):
```
30
H20O10, DFT wB97M-V/def2-TZVPD
H 0.158 -2.613 -0.898
H -1.737 0.726 -0.063
O -0.245 3.422 1.309
H -3.076 -2.683 1.918
H 1.898 -2.198 0.560
O -0.434 0.490 1.748
O -0.573 -2.545 -1.495
H 2.918 -1.559 -2.678
O -2.192 4.337 -1.565
H 1.419 -1.836 -2.388
H 2.880 0.280 1.453
O 1.041 -2.612 0.807
O 1.297 0.813 -0.802
O 2.128 -1.232 -2.218
H -2.061 -2.354 0.770
H 0.525 3.893 1.730
H -0.225 2.504 1.606
H 0.219 -0.043 1.251
H 1.443 -3.499 0.985
O -2.016 -0.056 -0.598
H 0.609 1.544 -0.812
H 2.455 -0.215 0.095
H -2.498 -0.661 0.032
H -2.661 5.138 -1.217
O 3.172 -0.307 0.734
H -1.169 -0.132 1.873
H -1.761 3.992 -0.755
H 1.766 1.068 -1.597
O -2.392 -2.013 1.644
H -0.886 -1.648 -1.429
```

---

Record 3
DFT (wB97M-V/def2-TZVPD) results for a 10-piece molecular cluster, H20O10 overall at a distorted geometry.

SMILES string: O.O.O.O.O.O.O.O.O.O
E_HOMO: -0.39210 Ha
orbital gap: 10.20 eV
energy relative to the best compared isomer or geometry (same formula, charge and spin): 91.8 kcal per mole

Structure (XYZ):
```
30
H20O10, DFT wB97M-V/def2-TZVPD
H 0.917 1.906 -0.188
H 1.225 2.547 1.156
H 3.081 -1.664 -0.500
H -3.296 1.651 0.491
O -2.261 -1.814 2.009
H -1.758 -2.182 1.273
H -0.031 -0.509 0.419
H -3.171 -2.071 1.822
O -3.277 1.566 -2.524
H 0.581 1.855 -4.344
H 0.015 0.121 -0.963
O 0.539 2.489 0.481
O 2.765 -1.410 0.374
H 2.361 -0.546 0.235
O -1.263 0.114 -2.544
H -1.840 1.223 0.406
O 1.795 -4.571 2.976
H -0.724 -0.685 -2.518
O -2.520 1.484 1.037
O 0.812 2.781 -4.205
H 1.247 -4.434 2.195
H 1.079 2.820 -3.280
H 3.480 0.220 3.387
H 2.751 0.924 4.519
H -3.040 0.632 -2.533
O 2.664 0.692 3.588
O 0.562 -0.055 -0.189
H -4.225 1.566 -2.350
H -0.720 0.747 -3.026
H 2.255 -5.398 2.797
```

---

Record 4
DFT (wB97M-V/def2-TZVPD) results for a 10-piece molecular cluster, H20O10 overall at a distorted geometry.

SMILES string: O.O.O.O.O.O.O.O.O.O
E_HOMO: -0.37495 Ha
orbital gap: 10.37 eV
energy relative to the best compared isomer or geometry (same formula, charge and spin): 111.0 kcal per mole

Structure (XYZ):
```
30
H20O10, DFT wB97M-V/def2-TZVPD
H -4.310 -0.133 2.719
H 1.608 -0.091 -0.657
O 0.547 1.770 0.509
H 3.674 -2.420 -0.034
O -3.233 -2.584 -0.875
H -3.014 1.020 1.628
H 2.666 -1.619 0.774
H 3.124 0.162 -0.132
H -2.003 -0.323 -2.659
O 2.827 -1.966 -0.111
O 5.708 -0.785 0.467
H -1.866 3.536 -1.517
O 0.721 0.066 -1.001
H 0.452 1.649 -0.443
O -2.774 0.859 0.708
H 6.170 -1.599 0.697
H -3.003 -0.684 2.174
H -3.104 -0.030 0.532
H 5.576 -0.343 1.313
O -3.958 -0.806 2.126
H -1.184 3.118 -0.225
O 3.052 1.106 0.048
H -3.239 -1.982 -1.627
H 2.488 1.154 0.828
O -1.760 -0.891 -1.920
H 0.143 -0.381 -0.372
O -1.009 3.280 -1.159
H -2.983 -2.027 -0.129
H 0.447 2.721 0.635
H -1.765 -1.779 -2.296
```

---

Record 5
DFT (wB97M-V/def2-TZVPD) results for a 11-piece molecular cluster, H21O11 overall at a distorted geometry.

E_HOMO: -0.25572 Ha
orbital gap: 10.04 eV
energy relative to the best compared isomer or geometry (same formula, charge and spin): 14.1 kcal per mole
total charge: -1

Structure (XYZ):
```
32
H21O11, DFT wB97M-V/def2-TZVPD
H 0.394 2.428 -0.476
H -1.257 2.316 0.835
H -2.594 0.968 2.133
H 0.241 -3.026 0.310
H -1.823 -1.578 -0.630
H -1.636 0.581 -1.250
H 2.154 1.030 -0.690
O 0.588 1.928 -1.250
H 1.862 -1.846 1.072
O 0.978 0.640 1.775
O -0.795 -0.211 -0.176
H 0.125 2.245 1.435
O -2.786 0.898 1.197
H -0.337 -0.010 0.614
H 3.261 -1.717 0.480
O 0.599 -1.428 -1.957
O 2.936 0.629 -0.304
H -0.328 -1.601 0.794
H -2.005 0.384 0.713
O -2.330 -2.312 -0.972
H 0.221 -1.046 -2.817
O -1.960 1.186 -1.939
H 0.032 -0.967 -1.324
H -1.241 1.841 -1.972
O -0.536 2.871 1.023
O 2.806 -1.765 1.321
H 3.069 -0.138 -0.819
O 0.167 -2.378 1.058
H -3.230 -2.010 -0.733
H 1.621 0.546 1.081
H 0.197 1.056 -1.030
H 1.594 0.488 2.513
```

---

Record 6
DFT (wB97M-V/def2-TZVPD) results for a 11-piece molecular cluster, H22NO13S overall at a distorted geometry.

E_HOMO: -0.15680 Ha
orbital gap: 6.07 eV
energy relative to the best compared isomer or geometry (same formula, charge and spin): 9.7 kcal per mole
total charge: -1

Structure (XYZ):
```
37
H22NO13S, DFT wB97M-V/def2-TZVPD
H -0.390 1.476 -2.836
H -0.380 -1.487 0.301
O -2.833 1.216 -0.354
O -0.032 4.040 -0.116
H -0.342 -0.258 -0.817
H 2.750 -2.975 0.609
H -3.142 0.930 -1.172
H 3.104 -1.663 0.320
N 0.128 -0.801 -0.157
O -0.769 1.524 -3.696
O 3.204 0.329 0.748
H -0.656 -3.932 -1.093
H -1.276 1.475 2.939
H 0.224 1.350 2.559
O 2.249 2.603 2.706
H 3.956 0.318 0.175
O 3.183 -2.502 -0.059
S 0.678 2.935 -0.731
O -2.518 -3.775 -0.187
H -3.742 -1.503 0.871
O -0.176 1.951 -1.294
H -2.482 -3.068 0.434
H 1.925 2.350 1.786
H -1.665 0.993 -3.695
O 1.646 3.295 -1.764
O 0.278 -3.507 -1.173
H -2.851 -3.302 -0.851
H 1.013 -4.003 -0.993
H 2.570 0.957 0.374
H -2.723 -0.289 0.591
H 1.549 2.893 3.320
O -0.613 0.921 2.410
O 1.387 2.311 0.274
O -2.778 -1.141 1.132
H 0.791 -1.298 -0.627
H 0.734 -0.100 0.530
H -1.987 1.738 -0.476
```

---

| no. | LUMO level (eV) | electronic energy (a.u.) |
| --- | --- | --- |
| 1 | 0.0 | -764.2945 |
| 2 | 0.2 | -764.3917 |
| 3 | -0.5 | -764.3356 |
| 4 | 0.2 | -764.3051 |
| 5 | 3.1 | -840.3218 |
| 6 | 1.8 | -1444.2622 |